[1]
Here is 3 unconnected molecules or ions with the total composition C2H11N3O2 in a non-equilibrium geometry from the Open Molecules 2025 dataset. Energies are from ωB97M-V/def2-TZVPD.

Geometry as XYZ:
```
18
Properties=species:S:1:pos:R:3:forces:R:3
O 1.89140 -1.12820 2.51590 0.11 -0.13 0.45
O 1.87006 -0.25596 -3.37987 -0.75 -0.48 -0.04
N -0.90442 -0.44154 0.67757 0.68 0.18 -0.36
N -0.28867 0.73848 -1.27223 -0.28 -1.95 -0.75
N 0.46738 1.42972 0.85712 0.52 -1.31 -1.18
C -0.18986 0.51896 -0.01626 -0.22 2.27 0.87
C -2.30553 -0.57450 0.41060 -1.09 -0.41 -0.85
H -0.15412 1.83290 1.55586 0.04 0.09 0.02
H 2.73893 -0.66287 2.46419 -0.22 0.08 -0.12
H 0.22149 1.52215 -1.65220 -0.06 0.48 0.64
H 1.49811 -1.05091 -3.79577 0.38 0.25 -0.01
H -0.51729 -0.55674 1.60317 -0.50 0.03 0.13
H -2.59369 -1.47551 -0.14680 0.40 -0.21 0.04
H -2.96159 -0.58140 1.27833 0.38 0.18 0.42
H -2.64802 0.23258 -0.24378 0.20 0.12 0.21
H 0.92221 2.08122 0.22741 0.14 0.62 0.69
H 1.80386 -1.56932 1.66581 0.00 0.01 -0.31
H 1.14976 -0.05906 -2.74905 0.26 0.18 0.15
```
Positions in Å, forces in eV/Å.

multiplicity	2
E_HOMO (spin up / spin down)	1.1 / -5.4	eV
frontier orbital gap (spin up / spin down)	3.004 / 9.263	eV
E	-397.49537	a.u.
ΔE to the lowest compared entry with this formula, charge and spin	20.1	kcal per mole
charge	-1


[2]
Here is a molecular structure, C2H11N3O2 in a non-equilibrium geometry from the Open Molecules 2025 dataset. Energies are from ωB97M-V/def2-TZVPD.

Geometry as XYZ:
```
18
Properties=species:S:1:pos:R:3:forces:R:3
O -2.59059 1.19206 0.24130 0.66 -0.33 -0.83
O -1.27223 1.25078 2.67845 -0.71 0.66 -0.36
N -0.98324 -0.07316 -1.16036 -0.45 0.38 -0.34
N 0.56123 0.32612 0.57173 0.78 -1.36 -1.03
N 1.18843 -0.81092 -1.44541 0.26 -0.97 2.59
C 2.22684 -1.59254 -0.63067 -0.41 0.45 -2.25
C 0.17660 -0.23714 -0.61190 0.96 0.70 -2.18
H -0.15026 0.52905 1.27611 0.52 0.43 0.09
H 3.17218 -1.18948 -1.00813 0.17 -0.75 0.38
H -2.56637 2.07205 -0.14249 -0.23 0.31 0.22
H -1.01176 -0.11671 -2.18735 0.19 -0.65 0.85
H 2.07600 -2.67750 -0.81548 0.46 0.71 0.15
H -1.86420 1.14738 1.89524 -0.11 -0.66 -0.47
H 0.79132 -1.45783 -2.13173 -0.10 0.68 0.41
H -1.89551 0.63268 -0.54633 -0.76 0.29 1.45
H 1.57957 0.23650 0.77027 -1.85 0.30 0.31
H 2.12777 -1.39406 0.41658 -0.01 -0.15 0.41
H -1.56577 2.16272 2.83018 0.63 -0.06 0.61
```
Positions in Å, forces in eV/Å.

E_HOMO	-9.2	eV
frontier orbital gap	9.842	eV
E	-397.52799	a.u.
ΔE to the lowest compared entry with this formula, charge and spin	25.1	kcal per mole


[3]
Here is 3 unconnected molecules or ions with the total composition C2H11N3O2 in a non-equilibrium geometry from the Open Molecules 2025 dataset. Energies are from ωB97M-V/def2-TZVPD.

Geometry as XYZ:
```
18
Properties=species:S:1:pos:R:3:forces:R:3
O 3.12463 1.32699 -2.23875 -0.54 0.54 -1.52
O -4.13843 3.05757 -1.29099 0.05 0.11 -0.13
N -0.18061 0.27438 1.88348 -0.79 -0.65 0.83
N 2.00671 -0.63885 1.53020 0.69 -0.31 0.44
N 0.15712 -1.89316 1.05806 0.34 1.18 -0.23
C -0.82322 -1.91778 -0.04892 0.12 0.07 1.42
C 0.63340 -0.63866 1.55182 -0.14 -1.14 -0.47
H 2.63373 -0.06688 2.06640 -0.50 0.39 0.10
H -1.80381 -2.19022 0.37541 0.30 -0.33 -0.54
H 2.46921 -1.35477 1.00356 0.02 -0.06 0.04
H -0.42771 -2.62143 -0.79582 -0.64 0.41 -0.01
H -4.83597 2.59180 -0.82727 -0.08 -0.13 0.14
H -0.94637 -0.88914 -0.38587 0.14 -0.16 -0.50
H 0.04885 0.79591 2.71899 0.56 0.77 -0.66
H 2.56354 2.07270 -2.50343 -0.15 0.35 1.18
H -4.60170 3.59588 -1.93936 0.03 0.03 -0.02
H 0.90811 -2.55765 1.00867 -0.10 -0.18 -0.41
H 3.21252 1.05332 -3.16617 0.69 -0.91 0.35
```
Positions in Å, forces in eV/Å.

E_HOMO	-8.1	eV
frontier orbital gap	8.967	eV
E	-397.50271	a.u.
structure (SMILES)	[H]/N=C(\N)NC.O.O
ΔE to the lowest compared entry with this formula, charge and spin	40.9	kcal per mole


[4]
Here is a single C2H11N5 molecule in a non-equilibrium geometry from the Open Molecules 2025 dataset. Energies are from ωB97M-V/def2-TZVPD.

Geometry as XYZ:
```
18
Properties=species:S:1:pos:R:3:forces:R:3
N -0.65063 1.67792 1.17392 -1.76 0.75 0.00
N -0.95257 -0.38365 -0.70632 2.15 2.42 -1.51
N 0.38456 0.76907 0.94954 3.75 -0.49 2.29
N 0.77606 -1.47391 0.50382 1.31 -0.40 0.72
N -2.00191 -1.05812 -0.07983 -0.78 -1.62 1.05
C 0.44490 -0.22406 -0.09656 -3.04 -0.71 -0.25
C 1.43379 0.16097 -1.18294 -0.06 -0.12 -0.65
H 1.29076 0.95938 1.50968 -2.29 -0.50 -1.70
H 1.13794 1.10291 -1.65615 -0.01 -0.11 0.09
H -1.16892 -0.04822 -1.64658 0.42 -0.30 0.78
H 1.48521 -0.61141 -1.95681 0.00 0.06 0.05
H -1.06909 1.96206 0.28482 0.40 0.13 0.20
H 2.43926 0.28631 -0.76759 -0.30 -0.03 0.12
H -1.90386 -1.00372 0.93710 -0.13 0.36 -0.48
H 1.04528 -2.26651 -0.06526 -0.31 0.38 0.11
H 0.53762 -1.65568 1.47133 -0.07 0.23 -0.55
H -2.91809 -0.69336 -0.34999 0.65 0.36 0.28
H -0.31031 2.50004 1.67783 0.07 -0.41 -0.53
```
Positions in Å, forces in eV/Å.

E_HOMO	-6.9	eV
frontier orbital gap	7.962	eV
E	-356.44653	a.u.
structure (SMILES)	CC(N)(NN)NN
ΔE to the lowest compared entry with this formula, charge and spin	92.5	kcal per mole


[5]
Here is a molecular structure, C2H11NO2 in a non-equilibrium geometry from the Open Molecules 2025 dataset. Energies are from ωB97M-V/def2-TZVPD.

Geometry as XYZ:
```
16
Properties=species:S:1:pos:R:3:forces:R:3
O 0.08876 1.54942 0.66629 -0.21 0.24 -1.04
O 0.49563 0.60166 -1.56165 0.26 1.09 -0.96
N -0.20385 -0.85408 1.52380 0.94 0.52 1.23
C -1.07073 -0.87008 -0.73831 -1.98 -1.87 2.13
C -0.24587 -1.36077 0.25688 -2.63 -1.10 -0.50
H 1.01906 1.23351 -2.06257 0.25 -0.16 -0.03
H -0.95213 -1.17064 2.12357 -0.05 -0.18 -0.12
H 0.19965 1.13801 -0.64864 0.49 0.75 0.92
H 0.44827 2.43612 0.58055 -0.03 0.01 0.41
H -1.74127 -0.08097 -0.42996 0.11 0.27 -0.27
H 2.36668 -0.09106 0.77681 0.00 -0.04 -0.04
H 0.26191 -2.29321 0.05120 0.61 0.02 -0.21
H -0.11111 0.18794 1.53294 -0.11 -0.01 -0.18
H 0.04707 -0.38625 -0.70301 1.64 0.18 -0.90
H 2.66047 -0.69577 0.45684 0.07 0.05 0.02
H -1.30441 -1.44482 -1.61639 0.63 0.24 -0.44
```
Positions in Å, forces in eV/Å.

E_HOMO	-9.0	eV
frontier orbital gap	9.163	eV
E	-287.83399	a.u.
ΔE to the lowest compared entry with this formula, charge and spin	128.3	kcal per mole


[6]
Here is 3 unconnected molecules or ions with the total composition C2H11NO2 in a non-equilibrium geometry from the Open Molecules 2025 dataset. Energies are from ωB97M-V/def2-TZVPD.

Geometry as XYZ:
```
16
Properties=species:S:1:pos:R:3:forces:R:3
O 2.33317 -0.60575 1.33828 1.01 1.09 -0.86
O 1.03644 -1.87551 -2.01369 0.21 -1.16 -1.40
N -0.72058 0.67565 -0.65048 -2.30 1.75 0.19
C -1.28426 -0.40387 0.15469 -0.39 -1.92 -0.46
C -0.47649 1.81185 0.25468 1.25 0.19 1.12
H -1.84836 -1.19010 -0.36368 -0.34 0.76 -0.97
H -1.98854 -0.17424 1.00360 1.27 0.22 -0.39
H 1.78478 -0.21342 2.01590 -0.39 -0.90 0.15
H -0.44062 -1.07742 0.33928 0.09 0.47 1.43
H 2.26441 -1.53736 1.15155 -0.60 -0.23 0.73
H 0.56706 1.74459 0.55876 0.19 0.33 0.12
H -1.04651 1.84775 1.20508 -0.15 -0.48 -0.47
H -1.43690 1.12266 -1.24680 0.20 -1.21 -0.01
H 1.02895 -1.85946 -1.06185 -0.18 1.17 0.04
H -0.65051 2.79482 -0.17475 0.15 -0.10 -0.56
H 0.87794 -1.06019 -2.51059 -0.02 0.03 1.35
```
Positions in Å, forces in eV/Å.

E_HOMO	-9.6	eV
frontier orbital gap	10.272	eV
E	-287.96888	a.u.
structure (SMILES)	CNC.O.O
ΔE to the lowest compared entry with this formula, charge and spin	43.7	kcal per mole


[7]
Here is 3 unconnected molecules or ions with the total composition C2H11NO3 in a non-equilibrium geometry from the Open Molecules 2025 dataset. Energies are from ωB97M-V/def2-TZVPD.

Geometry as XYZ:
```
17
Properties=species:S:1:pos:R:3:forces:R:3
O -0.51083 -0.16732 -2.09216 -0.31 -0.08 0.31
O 1.19396 -0.39718 0.91561 -0.30 0.31 -0.20
O 2.46867 0.53223 -2.63528 -0.40 0.00 0.23
N -2.26082 0.34595 1.46577 0.54 -0.29 0.91
C 0.20583 0.31763 1.70004 0.46 -1.77 -0.54
C -1.09354 -0.52487 1.77166 0.44 1.37 -1.23
H -1.10076 -1.07306 2.70062 -0.63 -0.10 0.22
H -0.01407 1.27401 1.23811 0.13 0.39 0.34
H 0.74174 0.32360 2.63793 -0.39 0.86 0.50
H -3.11086 -0.19382 1.54852 -0.15 0.01 -0.10
H 0.85701 -0.42900 0.01307 0.09 0.06 -0.07
H -2.13146 0.57208 0.48714 -0.37 0.16 -0.08
H 3.26166 -0.00266 -2.71090 0.09 0.05 -0.13
H 2.41198 1.08221 -3.41908 0.27 -0.01 -0.16
H -0.00127 -0.98373 -2.08247 0.09 0.10 -0.19
H -0.99409 -1.17720 0.91466 0.17 -0.94 0.16
H 0.07685 0.50114 -2.45325 0.26 -0.11 0.03
```
Positions in Å, forces in eV/Å.

E_HOMO	-9.2	eV
frontier orbital gap	9.521	eV
E	-363.23925	a.u.
structure (SMILES)	NCCO.O.O
ΔE to the lowest compared entry with this formula, charge and spin	22.1	kcal per mole


[8]
Here is 4 unconnected molecules or ions with the total composition C2H11NO3 in a non-equilibrium geometry from the Open Molecules 2025 dataset. Energies are from ωB97M-V/def2-TZVPD.

Geometry as XYZ:
```
17
Properties=species:S:1:pos:R:3:forces:R:3
O 5.20601 4.34569 -2.53643 0.85 0.03 0.11
O -4.34389 0.28143 4.51992 -0.68 1.10 -0.03
O 0.79449 -3.97022 -1.92917 0.36 -0.32 0.22
N -0.35317 -0.65923 -0.20122 0.32 0.26 -1.68
C 0.49097 -1.21707 0.52548 -0.08 -0.81 0.73
C -1.08260 0.56840 -0.07328 0.00 -0.21 1.13
H -2.11875 0.27287 0.08474 -0.21 0.31 -0.19
H 4.91108 5.22173 -2.29781 -0.20 0.26 0.06
H 1.16358 -4.40864 -2.69402 0.38 -0.36 -0.12
H -5.11183 0.48994 3.95565 0.63 -0.39 0.36
H -4.05296 -0.59528 4.31235 0.04 -0.71 -0.33
H 4.43460 3.85497 -2.78503 -0.65 -0.29 -0.17
H -0.79341 1.24561 0.74164 0.13 -0.23 0.20
H 0.71220 -1.04918 1.58964 0.06 0.76 -0.10
H 0.14278 -3.41407 -2.33283 -0.74 0.74 -0.04
H 0.98481 -2.10084 0.11413 -0.07 -0.02 0.07
H -0.98391 1.13387 -0.99376 -0.15 -0.10 -0.22
```
Positions in Å, forces in eV/Å.

E_HOMO	-9.0	eV
frontier orbital gap	9.736	eV
E	-363.21229	a.u.
structure (SMILES)	C=NC.O.O.O
ΔE to the lowest compared entry with this formula, charge and spin	39.0	kcal per mole


[9]
Here is 3 unconnected molecules or ions with the total composition C2H11NO3 in a non-equilibrium geometry from the Open Molecules 2025 dataset. Energies are from ωB97M-V/def2-TZVPD.

Geometry as XYZ:
```
17
Properties=species:S:1:pos:R:3:forces:R:3
O 1.84543 0.93186 -2.19782 -1.99 0.17 -0.69
O -0.56864 0.71514 -0.75890 0.34 -1.36 0.65
O 0.07650 -1.89809 -1.40077 -0.17 0.08 0.36
N 0.02209 0.22465 1.58612 -0.20 1.23 -1.11
C -0.96788 0.20298 0.52875 -1.63 1.00 1.09
C -0.56661 -0.11376 2.89510 1.24 0.34 -0.89
H -0.66213 0.84907 3.40427 -0.31 -0.48 0.47
H -0.06556 -0.96923 -1.14908 0.16 -0.56 -0.49
H -1.45626 -0.77018 0.64604 0.23 -0.51 -1.90
H 1.47525 1.57115 -2.83255 1.08 0.22 -0.10
H 0.07255 -0.81215 3.43308 0.11 0.26 0.16
H -1.82141 0.86451 0.68371 0.01 0.24 1.28
H 0.59288 -1.88238 -2.20716 0.15 0.07 -0.12
H -1.51850 -0.61748 2.77921 -0.43 0.01 -0.03
H 0.87068 -0.18462 1.22405 0.03 -0.55 0.72
H 0.94822 0.56107 -2.01360 1.14 -0.28 0.66
H -0.41836 1.64918 -0.59132 0.23 0.12 -0.06
```
Positions in Å, forces in eV/Å.

E_HOMO	-8.9	eV
frontier orbital gap	9.493	eV
E	-363.21426	a.u.
structure (SMILES)	CNCO.O.O
ΔE to the lowest compared entry with this formula, charge and spin	37.7	kcal per mole


[10]
Here is 4 unconnected molecules or ions with the total composition C2H11NO3 in a non-equilibrium geometry from the Open Molecules 2025 dataset. Energies are from ωB97M-V/def2-TZVPD.

Geometry as XYZ:
```
17
Properties=species:S:1:pos:R:3:forces:R:3
O -2.05014 -1.50885 -0.26496 0.11 0.01 -0.20
O -1.01064 -4.18568 -0.32507 -0.54 -1.34 0.21
O 0.00834 -0.00474 -1.49398 0.74 0.13 0.20
N 0.07851 1.52305 0.93693 -0.69 3.53 2.47
C 0.99292 3.03300 1.08008 1.04 -4.59 -1.41
C 1.66356 2.69813 -0.06227 0.47 2.17 0.31
H -0.73035 -5.06995 -0.59609 0.82 0.31 -0.46
H 2.74692 2.60242 -0.18276 -0.07 0.76 -0.03
H 0.43545 1.16911 1.83314 0.43 -0.53 -0.54
H 0.31251 0.57299 -0.76845 -0.78 0.30 0.09
H -1.52606 -0.87411 -0.78532 -0.14 0.00 0.20
H 1.06998 2.70217 -0.96687 0.02 -1.00 -0.14
H 1.57861 2.95512 1.99605 -0.21 0.48 0.17
H -0.74706 1.96083 1.35914 -0.80 -0.68 -0.82
H -1.62439 -2.34908 -0.47885 -0.10 0.06 0.08
H 0.63385 -0.72184 -1.36020 -0.04 -0.50 -0.42
H -1.83200 -4.50255 0.07949 -0.26 0.88 0.28
```
Positions in Å, forces in eV/Å.

E_HOMO	-9.3	eV
frontier orbital gap	9.200	eV
E	-363.11455	a.u.
structure (SMILES)	C=CN.O.O.O
ΔE to the lowest compared entry with this formula, charge and spin	100.3	kcal per mole


Which of these has the lowest ΔE to the lowest compared entry with this formula, charge and spin?
number 1


Among the records above, which one has the lowest E?
number 2